*one*
{
  "formula": "C5H7NS2",
  "method": "ωB97M-V/def2-TZVPD",
  "symbols": ["C", "C", "C", "C", "C", "H", "H", "H", "H", "H", "H", "H", "N", "S", "S"],
  "coordinates": [[0.2463, 0.7819, 0.7907], [1.6127, 0.0870, 1.0198], [2.0887, -0.8257, -0.1308], [1.1043, -1.8469, -0.5595], [-0.7814, -0.4710, 0.2753], [1.7589, 1.4416, -1.0521], [-0.1892, 1.2152, 1.7576], [1.7546, -0.4810, 2.0550], [2.4636, 0.6980, 1.1910], [3.1321, -0.6523, -0.6150], [1.1648, -2.7848, -1.1846], [-0.9005, -2.1929, -0.7226], [-0.1609, -1.5677, -0.2195], [0.3187, 1.8939, -0.6013], [-2.4238, -0.1827, 0.0846]],
  "smiles": "S=C1NC=CC[C@H]1S",
  "spin_multiplicity": 1,
  "charge": 0
}

*two*
{
  "formula": "C5H7NS2",
  "method": "ωB97M-V/def2-TZVPD",
  "symbols": ["C", "C", "C", "C", "C", "H", "H", "H", "H", "H", "H", "H", "N", "S", "S"],
  "coordinates": [[-0.7441, -0.6847, -0.0035], [0.1862, -0.0141, -1.0573], [0.1789, -0.0266, 1.0525], [1.4920, -0.7901, 0.7445], [1.4960, -0.8042, -0.7406], [-2.3994, 1.0008, -0.0333], [-0.7045, -1.7955, 0.0040], [-0.1307, 0.0960, -2.0687], [-0.1164, 0.0856, 2.1016], [1.7605, -1.6661, 1.3426], [2.5056, 0.8326, 0.0095], [1.7125, -1.6477, -1.3514], [2.5687, -0.1965, -0.0070], [-2.5217, -0.3364, 0.0011], [0.2552, 1.4857, 0.0033]],
  "spin_multiplicity": 1,
  "charge": 0
}

It is *two* that is the most stable of them.

*one*
{
  "formula": "C5H7NS2",
  "method": "ωB97M-V/def2-TZVPD",
  "symbols": ["C", "C", "C", "C", "C", "H", "H", "H", "H", "H", "H", "H", "N", "S", "S"],
  "coordinates": [[-1.2215, 0.6451, 0.1099], [-0.2301, 0.9820, 1.1612], [0.5466, -0.4388, 1.2512], [0.3710, -0.5829, -1.2364], [-0.3916, 0.6672, -1.1115], [-0.4934, 1.4353, 2.0825], [1.3492, -0.0819, 1.8633], [-0.1511, -1.2215, 1.7070], [1.6025, -1.8056, -0.0627], [-0.3441, -1.3627, -1.5718], [1.1033, -0.5257, -2.0384], [-0.8994, 1.0532, -1.9433], [1.0348, -0.9982, 0.0070], [-2.8415, 0.2298, -0.0038], [0.5652, 2.0048, -0.2141]],
  "spin_multiplicity": 1,
  "charge": 0
}

*two*
{
  "formula": "C5H7NS2",
  "method": "ωB97M-V/def2-TZVPD",
  "symbols": ["C", "C", "C", "C", "C", "H", "H", "H", "H", "H", "H", "H", "N", "S", "S"],
  "coordinates": [[-0.8916, 1.6848, -0.0565], [-0.0228, 0.6317, -0.2121], [2.0141, -0.7922, 0.4033], [0.8128, -1.5345, -0.3718], [-0.3483, -0.6994, -0.2314], [-2.5872, 0.6027, -0.1616], [-2.7934, 2.4146, 0.2418], [-0.4159, 2.6223, 0.2594], [1.8285, -0.9136, 1.5133], [3.0819, -1.0619, 0.0662], [0.6846, -2.5030, 0.1411], [0.9551, -1.6847, -1.4566], [-2.2406, 1.6184, -0.0033], [1.7343, 0.9966, -0.1528], [-1.8114, -1.3818, 0.0211]],
  "smiles": "N/C=C1/SCCC1=S",
  "spin_multiplicity": 1,
  "charge": 0
}

It is *two* that is the most stable of them.

*one*
{
  "formula": "C4H11N4O",
  "method": "ωB97M-V/def2-TZVPD",
  "symbols": ["C", "C", "C", "C", "N", "N", "N", "N", "O", "H", "H", "H", "H", "H", "H", "H", "H", "H", "H", "H"],
  "coordinates": [[-1.9978, 0.0284, -0.4329], [1.5411, -0.5984, 1.0350], [-3.1227, -0.4675, -1.3382], [3.3917, -0.4189, -0.6065], [-2.6193, 1.7105, 1.0593], [0.1023, 1.1561, 1.1139], [-1.9896, 1.1175, 0.2509], [2.2728, 0.0542, 0.1088], [0.5310, -0.1077, 1.5935], [-1.1794, -0.6895, -0.2989], [1.6120, -1.6827, 1.0598], [-4.0344, 0.0925, -1.3864], [-3.2631, -1.4765, -0.9351], [-2.7181, -0.6621, -2.4354], [3.8087, -1.2347, -0.0313], [3.0472, -0.8213, -1.6341], [4.1465, 0.4071, -0.8338], [-2.5861, 2.7943, 1.1780], [-0.4606, 1.4386, 1.9355], [1.8866, 0.9983, 0.0418]],
  "spin_multiplicity": 1,
  "charge": 1
}

*two*
{
  "formula": "C4H11N4O",
  "method": "ωB97M-V/def2-TZVPD",
  "symbols": ["C", "C", "C", "C", "N", "N", "N", "N", "O", "H", "H", "H", "H", "H", "H", "H", "H", "H", "H", "H"],
  "coordinates": [[2.1590, -0.2331, -0.0507], [-0.6762, -1.2852, -0.1341], [-0.3343, 0.1838, 0.0571], [-2.6071, 0.9586, -0.1982], [3.2735, 0.4557, 0.1673], [2.0090, -1.4500, -0.3814], [-1.2738, 1.1128, 0.1684], [0.9238, 0.5729, 0.1698], [-1.8948, -1.8265, 0.3614], [-0.7732, -1.6498, -1.2053], [0.1616, -1.8264, 0.5024], [-3.2288, 1.1656, 0.6557], [-2.8237, 1.8837, -0.9120], [-2.8021, -0.0683, -0.5968], [4.1477, 0.1989, -0.2189], [3.2126, 1.5210, 0.1537], [2.9202, -1.8903, -0.6050], [-2.2850, -1.3896, 1.1855], [-1.1106, 1.9741, 0.5727], [1.0021, 1.5921, 0.3085]],
  "smiles": "[H]/N=C(N)/[NH+]=C(\\CO)NC",
  "spin_multiplicity": 1,
  "charge": 1
}

*three*
{
  "formula": "C4H11N4O",
  "method": "ωB97M-V/def2-TZVPD",
  "symbols": ["C", "C", "C", "C", "N", "N", "N", "N", "O", "H", "H", "H", "H", "H", "H", "H", "H", "H", "H", "H"],
  "coordinates": [[0.1159, 1.6452, 1.1889], [0.1309, 0.4924, 2.2308], [-0.8090, -1.2782, -2.3173], [-0.5009, 0.3014, -0.7575], [-0.8211, 1.2638, 0.0921], [0.6346, -0.9627, -2.2079], [0.6714, 0.1171, -1.3631], [0.5567, -0.6627, 1.3753], [-1.4671, -0.3873, -1.3997], [-0.2162, 2.4705, 1.7810], [0.9773, 1.7942, 0.6873], [1.0682, 0.7734, 2.9789], [-0.7271, 0.1157, 2.7335], [-1.1460, -0.8801, -3.3017], [-0.9132, -2.3839, -2.2213], [-1.7606, 1.4143, 0.4020], [1.0081, -1.8278, -1.8915], [1.6031, 0.3305, -1.1326], [1.5439, -0.9204, 1.3592], [0.0511, -1.4156, 1.7635]],
  "smiles": "NCCNC1=[NH+]NCO1",
  "spin_multiplicity": 1,
  "charge": 1
}

It is *two* that is the most stable of them.

*one*
{
  "formula": "C4H12",
  "method": "ωB97M-V/def2-TZVPD",
  "symbols": ["C", "C", "H", "H", "H", "H", "H", "H", "C", "C", "H", "H", "H", "H", "H", "H"],
  "coordinates": [[-0.7819, 0.5636, 2.6848], [-1.1437, -0.2988, 1.4055], [0.1023, 0.2204, 3.2084], [-0.4376, 1.5822, 2.3845], [-1.7549, 0.4854, 3.3244], [-1.3170, -1.3381, 1.4038], [-0.4632, 0.0108, 0.6033], [-2.2186, -0.0355, 1.1579], [0.7716, 0.3796, -2.5578], [1.0206, -0.5986, -1.3653], [0.5003, 1.4323, -2.3361], [1.8072, 0.4893, -2.9362], [0.2273, 0.0722, -3.3730], [2.0237, -0.3900, -0.8535], [1.3836, -1.5926, -1.9014], [0.2804, -0.9821, -0.8492]],
  "s2": 0.75,
  "spin_multiplicity": 2,
  "charge": -1
}

*two*
{
  "formula": "C4H12",
  "method": "ωB97M-V/def2-TZVPD",
  "symbols": ["C", "C", "H", "H", "H", "H", "H", "H", "C", "C", "H", "H", "H", "H", "H", "H"],
  "coordinates": [[-0.3873, -2.6126, 0.0037], [-1.1585, -2.0756, -1.2172], [-1.0231, -2.6242, 0.8854], [0.0084, -3.6219, -0.1228], [0.4744, -1.9561, 0.1652], [-1.2020, -2.8543, -1.9881], [-2.2068, -1.8444, -0.9986], [-0.6681, -1.1675, -1.5571], [1.2465, 1.9742, 1.1100], [0.3274, 2.6590, 0.0775], [1.1799, 0.8951, 1.0291], [2.2398, 2.4178, 1.0546], [0.8539, 2.2882, 2.0878], [0.6308, 3.7103, 0.0194], [-0.7196, 2.5773, 0.3721], [0.4042, 2.2347, -0.9211]],
  "s2": 0.75,
  "spin_multiplicity": 2,
  "charge": -1
}

*three*
{
  "formula": "C4H12",
  "method": "ωB97M-V/def2-TZVPD",
  "symbols": ["C", "C", "H", "H", "H", "H", "H", "H", "C", "C", "H", "H", "H", "H", "H", "H"],
  "coordinates": [[2.4349, 0.1159, -0.2889], [1.5163, 1.3304, -0.4411], [3.0041, 0.1820, 0.6455], [1.9244, -0.8482, -0.2888], [3.1775, 0.1309, -1.0942], [0.9166, 1.2568, -1.3467], [2.1247, 2.2336, -0.3922], [0.8508, 1.4070, 0.4211], [-1.3610, -0.7125, 0.8345], [-2.5920, -0.7260, -0.0908], [-1.2284, 0.2489, 1.3216], [-1.5233, -1.4652, 1.6051], [-0.4608, -0.9848, 0.2947], [-3.4152, -0.1488, 0.3251], [-2.3924, -0.3161, -1.0846], [-2.8719, -1.7694, -0.2595]],
  "s2": 0.75,
  "spin_multiplicity": 2,
  "charge": -1
}

It is *three* that is the most stable of them.